Here is a 3-piece molecular cluster, C17H29NO5 overall from OMol25. Energies are from ωB97M-V with the def2-TZVPD basis set.

Geometry as XYZ:
```
52
Properties=species:S:1:pos:R:3:forces:R:3
C 5.542 -0.736 -0.668 -0.196 -0.199 0.668
C 4.848 -1.624 -1.079 -0.041 -0.583 -0.567
C 4.182 -2.866 -1.546 0.682 0.748 0.498
C 4.102 -3.854 -0.343 -0.064 -0.710 -0.806
C 2.701 -4.411 -0.027 0.084 0.573 0.513
C 1.533 -3.415 -0.153 0.010 -1.681 0.877
C 1.677 -1.967 0.306 -2.017 0.818 -1.181
C 0.281 -1.444 -0.187 0.342 -1.004 -1.194
N 0.058 -2.202 -1.443 0.195 -0.007 -0.589
C 0.771 -3.401 -1.498 0.446 1.719 1.773
O 0.752 -4.227 -2.359 0.136 -0.446 -0.681
H 6.090 -0.121 0.003 0.124 0.390 -0.327
H 4.828 -3.277 -2.324 -0.249 -0.051 -0.087
H 3.220 -2.617 -1.996 -0.001 -0.245 0.040
H 4.732 -4.713 -0.608 -0.045 0.112 0.132
H 4.592 -3.417 0.528 -0.353 0.154 -0.004
H 2.462 -5.320 -0.587 0.079 0.270 -0.239
H 2.719 -4.726 1.025 0.067 -0.034 -0.153
H 0.771 -3.872 0.511 -0.007 0.243 -0.084
H 1.724 -1.749 1.372 0.650 -0.345 -0.045
H 2.359 -1.390 -0.322 0.553 -0.212 0.599
H 0.230 -0.402 -0.502 -0.052 0.132 0.798
H -0.531 -1.762 0.476 0.163 0.538 0.270
H 0.107 -1.645 -2.284 -0.354 -0.229 -0.148
C -5.700 0.273 -0.617 0.101 -0.113 0.123
C -5.019 1.226 -1.577 -0.235 -0.216 0.049
O -3.736 1.632 -1.091 0.079 0.453 -0.037
C -2.607 0.936 -1.297 0.012 -0.391 0.072
C -2.691 -0.480 -1.809 -0.189 0.178 -0.521
O -1.550 1.429 -1.004 -0.031 0.191 0.062
H -5.136 -0.653 -0.500 -0.037 -0.023 -0.090
H -6.701 0.024 -0.968 0.010 0.019 -0.014
H -5.779 0.725 0.373 -0.043 0.063 -0.051
H -4.942 0.816 -2.585 0.072 -0.053 0.033
H -5.605 2.140 -1.658 0.167 0.092 0.047
H -2.730 -1.163 -0.962 0.000 -0.027 -0.029
H -1.799 -0.683 -2.389 0.069 -0.020 0.158
H -3.536 -0.661 -2.470 -0.118 -0.058 0.190
C -0.507 5.852 1.693 -0.137 -0.096 -0.096
C 0.379 5.297 2.789 -0.044 0.122 -0.237
O -0.324 4.359 3.606 0.077 0.120 0.432
C -0.437 3.050 3.310 -0.098 -0.231 -0.359
C -0.067 2.577 1.926 0.478 -0.042 0.046
O -0.894 2.300 4.127 -0.004 0.142 0.141
H -0.838 5.071 1.008 0.093 0.004 -0.032
H 0.023 6.613 1.119 0.010 -0.004 0.020
H -1.404 6.300 2.123 0.067 0.048 0.049
H 1.299 4.860 2.397 -0.049 -0.058 -0.035
H 0.680 6.103 3.457 -0.067 -0.105 0.134
H -0.951 2.602 1.289 0.049 -0.003 -0.057
H 0.288 1.551 1.999 -0.224 -0.052 0.043
H 0.734 3.150 1.463 -0.162 0.111 -0.100
```
Positions in Å, forces in eV/Å.

Properties
F_max in eV Å⁻¹: 2.51
SMILES: C#CCCC[C@H]1CCNC1=O.CCOC(C)=O.CCOC(C)=O
Total charge: 0
E_HOMO in eV: -9.6
Gap between HOMO and LUMO in eV: 10.18



Here is C17H30BN8Pd as an isolated structure from OMol25. Energies are from ωB97M-V with the def2-TZVPD basis set.

Geometry as XYZ:
```
57
Properties=species:S:1:pos:R:3:forces:R:3
Pd -0.716 0.401 1.086 0.094 -0.077 0.044
C 0.082 -2.772 2.869 0.001 -0.001 0.022
C 0.621 -2.552 1.498 0.013 -0.043 -0.006
C 1.421 -3.438 0.767 0.019 0.037 -0.081
C 1.672 -2.828 -0.440 -0.029 0.010 0.062
C 2.471 -3.326 -1.594 0.016 -0.048 0.020
N 1.042 -1.621 -0.425 -0.032 -0.020 0.048
N 0.391 -1.455 0.778 -0.002 0.064 -0.009
B 1.019 -0.581 -1.507 0.001 0.102 -0.109
N -0.469 -0.301 -1.961 0.042 -0.013 0.091
N -1.438 0.059 -0.986 -0.033 -0.060 -0.078
C -2.617 0.014 -1.533 -0.113 0.072 0.036
C -3.891 0.278 -0.821 0.006 -0.010 0.019
C -2.464 -0.343 -2.918 0.093 -0.065 0.009
C -1.040 -0.547 -3.109 -0.012 0.028 -0.035
C -0.367 -0.973 -4.356 0.026 0.000 0.022
N 1.626 0.775 -0.972 -0.046 -0.079 0.040
N 1.072 1.374 0.191 0.080 0.035 -0.077
C 1.842 2.353 0.561 -0.020 0.104 0.085
C 1.616 3.202 1.755 -0.012 -0.017 0.014
C 2.935 2.453 -0.370 -0.008 -0.089 -0.049
C 2.725 1.383 -1.326 0.014 0.030 -0.021
C 3.598 1.035 -2.469 -0.023 -0.026 0.000
H 0.499 -3.685 3.287 0.003 0.002 -0.004
H -1.002 -2.899 2.850 -0.002 0.015 0.007
H 0.352 -1.958 3.543 -0.020 0.007 -0.004
H 1.772 -4.404 1.088 0.002 -0.006 0.000
H 2.869 -4.309 -1.357 0.000 0.006 -0.006
H 3.314 -2.670 -1.813 0.000 0.001 -0.018
H 1.863 -3.422 -2.494 0.010 0.007 -0.013
H 1.636 -0.900 -2.467 0.013 -0.026 -0.002
H -3.740 0.292 0.257 -0.006 0.015 -0.004
H -4.616 -0.503 -1.054 0.001 0.004 -0.007
H -4.326 1.225 -1.148 -0.001 0.002 -0.008
H -3.231 -0.453 -3.671 -0.037 0.010 0.014
H -1.093 -1.115 -5.152 -0.004 0.001 0.001
H 0.169 -1.911 -4.194 0.001 -0.006 -0.013
H 0.362 -0.227 -4.674 0.004 -0.002 -0.003
H 0.802 2.812 2.363 0.004 0.016 0.000
H 1.393 4.229 1.459 0.007 0.003 -0.006
H 2.520 3.236 2.365 0.000 0.003 -0.002
H 3.750 3.163 -0.373 0.000 0.025 0.032
H 4.453 1.704 -2.515 0.001 0.003 0.003
H 3.048 1.104 -3.409 0.002 -0.002 -0.004
H 3.957 0.008 -2.373 0.012 -0.001 -0.008
N -1.884 2.306 1.521 -0.026 0.029 -0.025
C -2.199 2.388 2.974 0.013 -0.009 0.013
C -2.642 1.029 3.470 -0.024 -0.002 -0.014
N -1.570 0.039 3.201 -0.002 -0.017 0.034
H -1.410 3.155 1.226 0.010 -0.021 0.000
H -2.757 2.302 0.998 -0.001 0.000 0.007
H -2.964 3.139 3.171 -0.008 -0.015 0.002
H -1.294 2.703 3.498 -0.006 -0.007 0.004
H -3.540 0.705 2.940 0.000 0.006 0.011
H -2.891 1.074 4.530 0.014 0.018 -0.004
H -1.909 -0.906 3.352 -0.019 0.015 -0.022
H -0.821 0.158 3.883 -0.014 -0.007 -0.007
```
Positions in Å, forces in eV/Å.

Properties
2S+1: 5
F_max in eV Å⁻¹: 0.15
Total charge: +3
E_HOMO (spin up / spin down) in eV: -17.5 / -17.4
Gap between HOMO and LUMO (spin up / spin down) in eV: 9.28 / 4.73



Here is C17H30BrCaN9O5S as an isolated structure from OMol25. Energies are from ωB97M-V with the def2-TZVPD basis set.

Geometry as XYZ:
```
64
Properties=species:S:1:pos:R:3:forces:R:3
Ca 0.020 0.643 -1.481 0.252 0.104 0.717
C -3.211 4.329 1.494 0.003 0.015 0.005
C -2.999 3.987 0.046 0.007 -0.017 0.021
C -3.658 4.632 -0.988 -0.015 0.002 -0.022
C -3.394 4.277 -2.302 -0.012 0.011 0.004
C -2.466 3.270 -2.518 -0.007 0.022 0.155
Br -2.060 2.802 -4.314 0.003 -0.077 0.038
N -1.830 2.635 -1.556 -0.153 0.099 -0.257
C -2.088 2.993 -0.298 -0.024 -0.007 -0.020
H -3.935 5.139 1.607 0.001 0.001 -0.002
H -2.271 4.632 1.957 0.005 -0.012 0.000
H -3.575 3.463 2.050 -0.001 -0.002 -0.001
H -4.374 5.419 -0.773 0.002 0.001 0.002
H -3.878 4.762 -3.136 -0.002 0.005 0.004
H -1.509 2.477 0.456 -0.023 0.024 0.017
C -0.869 -0.756 3.349 -0.012 0.013 -0.017
N -1.840 -1.367 2.452 0.025 0.022 -0.001
C -3.162 -1.412 3.053 0.000 0.013 0.007
C -1.805 -0.852 1.119 0.074 -0.070 0.021
N -1.089 0.126 0.746 -0.119 -0.006 0.042
N -2.623 -1.561 0.266 0.025 0.007 0.001
C -2.596 -1.439 -1.204 -0.040 0.072 0.027
N -3.640 -2.389 -1.640 -0.002 0.039 -0.016
N -1.875 -0.756 -1.916 -0.204 -0.249 -0.041
H -0.846 -1.337 4.274 0.007 -0.001 -0.007
H -1.102 0.289 3.590 0.000 0.001 -0.002
H 0.122 -0.758 2.898 0.005 0.005 -0.005
H -3.092 -1.899 4.029 -0.010 -0.017 -0.011
H -3.857 -1.976 2.435 -0.011 0.014 -0.003
H -3.581 -0.404 3.206 0.004 -0.005 0.014
H -0.568 0.601 1.489 0.047 -0.010 0.018
H -2.830 -2.497 0.578 0.005 0.005 0.013
H -4.537 -2.107 -1.253 -0.011 -0.006 0.010
H -3.684 -2.266 -2.645 -0.002 -0.011 -0.005
H 0.097 0.025 -3.924 0.210 0.075 -0.042
O 0.744 1.952 2.244 -0.013 -0.018 -0.031
S 1.523 2.047 0.975 0.144 -0.227 0.225
O 2.733 2.857 1.141 -0.030 -0.001 0.057
O 1.852 0.665 0.500 0.070 0.095 0.089
O 0.628 2.616 -0.081 -0.057 0.194 -0.379
C 5.588 -1.108 -1.160 -0.001 0.005 -0.001
C 4.650 0.087 -1.169 0.074 0.074 0.133
N 3.415 -0.378 -1.743 0.097 -0.034 -0.263
C 2.752 -1.416 -1.149 -0.055 0.054 0.307
N 1.481 -1.481 -1.245 -0.287 -0.447 -0.422
C 0.828 -2.670 -0.746 0.081 0.027 0.238
C 1.465 -3.086 0.574 -0.102 0.050 0.023
C 2.941 -3.354 0.357 0.009 -0.027 0.049
N 3.549 -2.352 -0.495 -0.028 -0.023 -0.197
C 4.974 -2.197 -0.296 0.050 0.108 0.115
H 6.576 -0.855 -0.765 -0.005 0.012 0.009
H 5.704 -1.458 -2.189 0.024 -0.017 0.003
H 5.040 0.891 -1.794 0.007 -0.013 -0.026
H 4.506 0.496 -0.159 -0.051 -0.017 -0.015
H 2.780 0.313 -2.113 -0.123 -0.001 -0.160
H 0.876 -3.491 -1.479 0.061 -0.006 0.018
H -0.230 -2.446 -0.603 0.023 -0.002 -0.054
H 0.986 -3.967 1.010 -0.001 -0.002 -0.002
H 1.349 -2.247 1.265 -0.016 -0.014 0.000
H 3.093 -4.352 -0.081 -0.012 0.003 -0.005
H 3.466 -3.349 1.323 0.007 -0.004 -0.019
H 5.470 -3.161 -0.478 -0.024 -0.006 -0.015
H 5.155 -1.949 0.762 0.002 -0.001 -0.014
O 0.712 0.672 -3.552 0.128 0.177 -0.328
```
Positions in Å, forces in eV/Å.

Properties
F_max in eV Å⁻¹: 0.77
Total charge: -2
E_HOMO in eV: -1.3
Gap between HOMO and LUMO in eV: 5.83



Look up the total charge of the second one. +3